{"formula": "C3H8N3S", "method": "wB97M-V/def2-TZVPD", "species": ["C", "C", "C", "N", "N", "N", "S", "H", "H", "H", "H", "H", "H", "H", "H"], "positions_angstrom": [[-0.78075, 0.13681, 2.10883], [0.03526, -0.60429, -0.03829], [0.48947, 0.40341, -2.74910], [-1.78568, -0.47777, 1.42437], [-1.42320, -0.76959, 0.29474], [0.58383, -0.14989, 1.44638], [0.14517, 0.90885, -0.98351], [-1.04358, 1.16088, 1.88387], [-0.79847, 0.02949, 3.21090], [0.68514, -1.33113, -0.46696], [-0.38199, 0.57328, -3.49283], [0.87951, -0.63823, -2.93761], [1.25539, 1.07249, -3.16284], [1.15743, 0.65023, 1.60123], [0.98248, -0.96455, 1.86082]], "multiplicity": 1, "total_energy_ha": -681.200296, "e_above_lowest_kcal_mol": 71.5, "gap_ev": 9.475, "total_charge": 1}